Entry from the OMol25 dataset: the molecule C10H20Si at a distorted geometry (ωB97M-V with the def2-TZVPD basis set).

Geometry as XYZ:
```
31
C10H20Si (ωB97M-V with the def2-TZVPD basis set)
C 4.3377 -0.8420 0.4831
C 2.9418 -0.5717 0.2109
C 1.8180 -0.2520 -0.0735
Si -0.1577 0.0721 -0.4623
C -0.2749 0.4071 -2.3934
C -0.7866 -1.6625 -0.0426
C -2.2356 -1.9560 -0.5997
C -0.6993 -1.8597 1.4359
C -0.5213 1.5779 0.6002
C -2.0441 1.9144 0.8015
C 0.2259 2.7395 -0.0111
H 4.7138 -1.8171 -0.0171
H 5.0665 -0.1268 0.1193
H 4.4343 -0.9491 1.5114
H -1.2921 0.0011 -2.5814
H -0.1690 1.4449 -2.7031
H 0.4297 -0.1756 -2.8888
H -0.1400 -2.4297 -0.6020
H -2.8563 -1.7585 0.2514
H -2.3790 -1.2548 -1.3969
H -2.6177 -2.9224 -0.9233
H -0.8217 -2.8792 1.9813
H -1.4037 -1.1391 1.8586
H 0.3020 -1.7302 1.7851
H -0.0629 1.2646 1.6577
H -2.3904 2.0607 -0.1248
H -2.3842 0.9805 1.4055
H -2.1794 2.7399 1.5228
H -0.3788 2.8623 -1.0229
H 1.2440 2.5736 -0.2889
H 0.2810 3.6880 0.5075
```

Values from the calculation:
multiplicity: 1
ΔE to the lowest compared entry with this formula, charge and spin: 38.21 kcal/mol
HOMO-LUMO gap: 10.14 eV
HOMO: -9.25 eV


Entry from the OMol25 dataset: a cluster of 2 separate species, C10H21BBr2ClO4S in total (ωB97M-V with the def2-TZVPD basis set).

Geometry as XYZ:
```
40
C10H21BBr2ClO4S (ωB97M-V with the def2-TZVPD basis set)
C 1.3221 -2.9003 0.3588
C 2.0075 -1.5602 0.5729
O 2.7686 -1.4073 1.4888
O 1.8659 -0.6061 -0.3508
C 0.6654 -0.4061 -1.1444
C 0.0686 0.9625 -0.8901
B -0.3496 1.4071 0.6632
C -1.9550 1.1857 1.0229
C -2.3350 -0.1680 1.6450
C -2.4541 -1.3533 0.6744
C -3.0217 -1.0545 -0.7066
S -4.7741 -0.7568 -0.7350
O -5.2983 -0.4571 0.5547
O -5.1237 0.0220 -1.8785
Cl -5.4488 -2.6858 -1.1533
H 0.9003 -3.2218 1.3104
H 2.0952 -3.6146 0.0748
H 0.5368 -2.8993 -0.3895
H 1.0007 -0.5313 -2.1812
H -0.0702 -1.1862 -0.9454
H -0.8013 1.0522 -1.5604
H 0.8054 1.6837 -1.2697
H 0.3535 0.8586 1.5072
H -0.1328 2.6207 0.7259
H -2.5697 1.3984 0.1328
H -2.2499 1.9511 1.7491
H -1.5279 -0.4369 2.3348
H -3.2475 -0.1066 2.2463
H -1.4724 -1.8003 0.5033
H -3.0620 -2.1436 1.1280
H -2.8837 -1.9043 -1.3734
H -2.5643 -0.1841 -1.1774
Br 4.5207 3.9427 -1.8830
C 5.2478 2.6280 -0.6427
C 4.1950 1.6993 -0.0981
Br 3.0572 2.5272 1.2228
H 5.7348 3.1936 0.1457
H 5.9904 2.0736 -1.2127
H 4.6723 0.8585 0.4022
H 3.5339 1.3195 -0.8716
```

Values from the calculation:
multiplicity: 1
total charge: -1
HOMO-LUMO gap: 7.65 eV
HOMO: -5.17 eV